C2H5N in the gas phase at a distorted geometry, computed with ωB97M-V/def2-TZVPD.

Last column: natural (NBO) charge in e.
Geometry (Å):
C: 0.79 -0.16 -0.10  -0.26
C: -0.74 -0.41 -0.15  -0.29
N: -0.13 1.03 -0.23  -0.61
H: 1.48 -0.42 0.79  0.20
H: 1.48 -0.15 -1.05  0.20
H: -0.86 -0.77 0.99  0.19
H: -1.39 -0.71 -0.94  0.22
H: -0.63 1.58 0.70  0.36

For the orbital gap, the calculation gives 11.02 eV. For the maximum force, the calculation gives 5.08 eV/Å. As for the structure (SMILES): C1CN1.

***

3 unconnected molecules or ions with the total composition C38H83BFN4O2S at a distorted geometry, computed with ωB97M-V/def2-TZVPD.

Last column: Löwdin charge in e.
Geometry (Å):
C: 0.65 -1.15 1.32  0.01
C: -0.04 -1.20 0.09  -0.15
C: 0.18 -0.14 -1.05  -0.13
C: -0.58 -0.47 -2.37  -0.30
C: -0.45 -1.92 -2.96  -0.11
C: 0.62 -2.93 -2.45  -0.18
C: 2.13 -2.54 -2.36  -0.19
C: 2.97 -2.74 -3.70  -0.17
C: 4.45 -3.11 -3.21  -0.19
C: 5.56 -2.37 -4.03  -0.20
C: 5.54 -0.81 -3.89  -0.18
C: 6.02 -0.26 -2.50  -0.19
O: 6.83 0.91 -2.75  -0.21
C: 6.00 2.04 -2.96  -0.14
C: -2.11 -0.32 -1.89  -0.10
C: -3.17 -0.40 -3.02  -0.11
N: -2.92 0.45 -4.22  -0.10
C: -3.87 -0.08 -5.30  -0.35
S: -4.87 1.34 -5.97  0.89
C: -6.10 1.80 -4.64  -0.48
C: -7.51 2.01 -5.37  -0.16
C: -1.50 0.51 -4.68  -0.18
C: -1.44 1.67 -5.75  -0.20
N: -1.67 1.17 -7.14  0.01
C: -0.43 0.65 -3.52  -0.15
B: -0.60 2.16 -2.91  -0.37
O: -1.82 2.90 -2.95  0.09
C: 0.63 2.91 -2.15  -0.15
C: 0.15 4.07 -1.19  -0.10
C: 1.00 0.69 -4.21  -0.27
F: 2.07 0.47 -3.35  0.01
C: 1.23 -0.18 -5.48  -0.15
C: 2.68 0.20 -6.06  -0.07
H: 1.49 -1.84 1.58  0.07
H: 0.37 -0.37 2.07  0.06
H: -0.74 -2.06 -0.06  0.10
H: 1.27 -0.01 -1.13  0.10
H: -0.19 0.80 -0.54  0.13
H: -1.43 -2.45 -2.83  0.12
H: -0.35 -1.88 -4.08  0.10
H: 0.32 -3.33 -1.45  0.10
H: 0.57 -3.83 -3.11  0.12
H: 2.60 -3.26 -1.64  0.11
H: 2.37 -1.53 -1.96  0.09
H: 3.06 -1.74 -4.16  0.05
H: 2.55 -3.53 -4.35  0.11
H: 4.61 -2.82 -2.14  0.11
H: 4.55 -4.22 -3.28  0.11
H: 6.54 -2.71 -3.60  0.11
H: 5.59 -2.65 -5.10  0.11
H: 4.56 -0.33 -4.12  0.06
H: 6.26 -0.41 -4.65  0.13
H: 5.16 0.11 -1.89  0.12
H: 6.67 -0.96 -1.92  0.13
H: 5.21 1.87 -3.73  0.08
H: 6.59 2.91 -3.34  0.10
H: 5.52 2.41 -2.01  0.09
H: -2.30 -1.23 -1.25  0.13
H: -2.23 0.54 -1.19  0.14
H: -4.16 -0.11 -2.58  0.15
H: -3.28 -1.47 -3.31  0.14
H: -3.33 1.37 -4.02  0.13
H: -3.34 -0.50 -6.18  0.09
H: -4.62 -0.79 -4.89  0.10
H: -6.20 1.02 -3.86  0.07
H: -5.82 2.78 -4.18  0.07
H: -7.39 1.75 -6.45  0.05
H: -8.30 1.35 -4.95  0.08
H: -7.87 3.06 -5.27  0.08
H: -1.37 -0.43 -5.28  0.14
H: -2.25 2.43 -5.58  0.10
H: -0.47 2.22 -5.77  0.13
H: -1.31 0.23 -7.25  0.06
H: -1.19 1.82 -7.76  0.09
H: -1.67 3.59 -3.61  0.12
H: 1.20 3.43 -2.98  0.12
H: 1.35 2.21 -1.68  0.09
H: -0.48 4.77 -1.78  0.07
H: -0.35 3.71 -0.26  0.08
H: 1.06 4.66 -0.90  0.08
H: 1.14 1.75 -4.57  0.13
H: 0.53 0.00 -6.32  0.09
H: 1.26 -1.28 -5.31  0.10
H: 3.39 -0.65 -6.01  0.07
H: 3.08 1.12 -5.58  0.08
H: 2.56 0.44 -7.14  0.08
C: -3.22 -0.46 2.65  -0.10
C: -4.01 -1.35 3.60  -0.27
N: -3.19 -2.34 4.27  -0.20
C: -3.97 -3.39 4.93  -0.25
C: -4.88 -2.98 6.08  -0.09
C: -2.06 -1.83 5.04  -0.24
C: -2.35 -0.80 6.13  -0.07
H: -2.64 -1.06 1.94  0.06
H: -3.90 0.17 2.08  0.07
H: -2.53 0.20 3.19  0.07
H: -4.77 -1.87 3.00  0.12
H: -4.56 -0.72 4.31  0.10
H: -3.29 -4.17 5.28  0.11
H: -4.58 -3.87 4.16  0.11
H: -4.32 -2.74 6.98  0.06
H: -5.54 -3.81 6.34  0.07
H: -5.52 -2.13 5.83  0.07
H: -1.36 -1.38 4.33  0.09
H: -1.51 -2.66 5.47  0.12
H: -3.01 0.00 5.79  0.07
H: -1.41 -0.33 6.45  0.06
H: -2.79 -1.26 7.02  0.06
C: 4.33 1.15 9.68  -0.09
C: 3.29 1.81 8.79  -0.27
N: 2.43 0.86 8.11  -0.20
C: 1.66 1.44 7.02  -0.26
C: 0.63 2.51 7.38  -0.09
C: 1.70 -0.07 8.97  -0.25
C: 0.80 0.51 10.05  -0.08
H: 4.91 0.41 9.14  0.08
H: 5.03 1.91 10.06  0.07
H: 3.87 0.67 10.55  0.06
H: 3.84 2.39 8.03  0.12
H: 2.72 2.54 9.38  0.10
H: 1.16 0.64 6.47  0.10
H: 2.36 1.88 6.31  0.11
H: -0.25 2.09 7.87  0.05
H: 0.28 3.00 6.47  0.07
H: 1.04 3.29 8.02  0.07
H: 2.44 -0.72 9.46  0.10
H: 1.12 -0.75 8.34  0.11
H: 1.29 1.30 10.63  0.07
H: 0.51 -0.27 10.75  0.07
H: -0.13 0.92 9.64  0.05

For the orbital gap, the calculation gives 6.89 eV. For the maximum force, the calculation gives 2.45 eV/Å. Its charge is +1.

***

Number 1: HOMO -0.3599 hartree. Number 2: HOMO -0.3390 hartree.